Entry 1:
45
Properties=species:S:1:pos:R:3 method="wB97M-V/def2-TZVPD" lumo_energy_ev=-7.9508 multiplicity=1 total_energy_ha=-1749.5302 charge=+2
Ti -0.984 -0.582 0.171
N 0.794 -0.850 -0.664
N -1.878 -0.228 -1.416
N -0.414 1.964 -0.260
N 1.184 -0.239 -1.846
N 0.132 2.063 -1.515
N -1.189 0.219 -2.564
C -1.975 0.055 -3.628
C -1.312 -2.545 0.509
C -0.341 3.176 0.366
C 0.562 3.318 -1.671
C 0.605 -0.734 2.906
C 2.341 -0.783 -2.254
C 2.089 -0.404 2.726
C -0.301 0.227 2.120
C 0.267 4.044 -0.520
C -3.113 -0.677 -1.852
C 0.268 -0.746 4.403
C 1.745 -1.780 -0.345
C 2.730 -1.759 -1.331
C -3.191 -0.503 -3.230
B 0.249 0.839 -2.465
H -0.777 -1.024 4.570
H 1.636 -2.394 0.539
H 0.439 -1.757 2.527
H -0.501 -3.279 0.406
H -1.667 -2.522 1.558
H 0.907 -1.456 4.944
H 2.285 0.630 3.033
H 0.442 5.089 -0.359
H 1.017 3.622 -2.596
H -4.020 -0.730 -3.878
H 0.424 0.250 4.833
H 2.712 -1.072 3.337
H 0.656 1.171 -3.545
H -3.821 -1.102 -1.161
H 0.208 1.185 1.929
H 3.613 -2.373 -1.357
H -0.683 3.292 1.379
H -2.173 -2.821 -0.132
H -1.261 0.419 2.636
H -1.290 1.436 -0.202
H 2.795 -0.476 -3.187
H -1.611 0.353 -4.600
H 2.403 -0.513 1.683

=====

Entry 2:
15
Properties=species:S:1:pos:R:3 method="wB97M-V/def2-TZVPD" lumo_energy_ev=0.9415 multiplicity=1 total_energy_ha=-287.7347 smiles="C=CO.C=NC"
O -1.244 -0.925 -0.457
N 1.533 -0.178 0.103
C 2.497 -0.834 -0.373
C 1.797 0.962 0.984
C -2.910 0.635 0.237
C -2.015 0.182 -0.626
H 1.105 1.745 0.692
H -1.827 0.753 -1.534
H -0.326 -0.626 -0.308
H 2.828 1.317 0.887
H -3.502 1.495 -0.043
H -3.174 0.137 1.158
H 2.274 -1.815 -0.787
H 3.536 -0.549 -0.195
H 1.682 0.588 1.997

=====

Entry 3:
19
Properties=species:S:1:pos:R:3 method="wB97M-V/def2-TZVPD" lumo_energy_ev=0.4391 multiplicity=1 total_energy_ha=-473.5030 smiles=Cc1c(C#N)ncn1C.O
O -0.290 -4.184 -1.009
N -1.384 -2.830 0.974
N 1.405 -0.818 0.813
N 0.779 1.226 0.253
C -1.552 0.949 -0.620
C 0.823 2.669 0.107
C -0.283 0.422 -0.059
C 0.118 -0.850 0.320
C -0.716 -2.014 0.431
C 1.775 0.436 0.733
H 0.041 3.133 0.719
H -2.009 1.679 0.064
H -0.911 -4.301 -0.114
H 0.678 2.946 -0.944
H 2.732 0.842 1.054
H -2.262 0.131 -0.781
H 0.629 -3.920 -0.803
H 1.801 3.028 0.442
H -1.373 1.457 -1.578

=====

Computed energy above the lowest of the compared OMol25 structures with the same formula, charge and spin, in the same sequence as the records: 36.7; 61.4; 29.3 kcal/mol.